[1]
Here is a gas-phase ion, C6H10NO (charge +1) from OMol25. Energies are from ωB97M-V with the def2-TZVPD basis set.

## Properties
- HOMO-LUMO gap (eV) = 10.535
- total charge = +1
- structure (SMILES) = C=C(C=O)C[C@@H]1C[NH2+]1

Positions of all 18 atoms, in Å:
C  1.71  1.26  -0.04
C  0.13  -0.59  -0.86
C  -2.32  0.33  -0.15
C  -1.01  -0.34  0.09
C  1.42  -0.14  -0.15
C  2.26  -1.04  0.40
N  -1.20  1.01  0.49
O  0.99  2.22  -0.12
H  2.77  1.37  0.04
H  0.25  -1.69  -1.25
H  0.02  0.10  -1.70
H  -2.47  0.92  -1.16
H  -3.26  0.01  0.32
H  -0.83  -1.21  0.94
H  2.12  -2.01  0.34
H  -0.58  1.79  0.06
H  3.14  -0.62  0.89
H  -1.18  1.27  1.49

natural (NBO) population analysis, charges in e, atoms 1 to 6: C 0.431; C -0.455; C -0.225; C -0.051; C -0.158; C -0.205


[2]
Here is 9 unconnected molecules or ions with the total composition C47H82O20S8 from OMol25. Energies are from ωB97M-V with the def2-TZVPD basis set.

## Properties
- HOMO-LUMO gap (eV) = 8.577
- structure (SMILES) = C#CCCCC1=CC(=O)C=C(OCCOCC)C1=O.O=S1(=O)CCCC1.O=S1(=O)CCCC1.O=S1(=O)CCCC1.O=S1(=O)CCCC1.O=S1(=O)CCCC1.O=S1(=O)CCCC1.O=S1(=O)CCCC1.O=S1(=O)CCCC1

Positions of all 157 atoms, in Å:
C  3.08  -5.92  -1.00
C  3.56  -4.86  -1.31
C  3.78  -3.50  -1.79
C  2.97  -2.45  -0.97
C  2.03  -1.59  -1.84
C  0.65  -2.15  -1.99
C  0.42  -3.43  -2.32
C  -0.97  -3.93  -2.43
O  -1.20  -5.02  -2.94
C  -2.07  -3.10  -1.92
C  -1.87  -1.81  -1.60
O  -2.80  -0.95  -1.17
C  -3.65  -1.40  -0.11
C  -4.97  -1.98  -0.58
O  -5.48  -1.22  -1.65
C  -6.57  -1.88  -2.28
C  -6.11  -2.68  -3.50
C  -0.50  -1.23  -1.79
O  -0.33  -0.03  -1.80
H  2.66  -6.86  -0.76
H  4.85  -3.29  -1.75
H  3.50  -3.45  -2.84
H  3.70  -1.84  -0.45
H  2.37  -2.98  -0.24
H  2.01  -0.59  -1.42
H  2.50  -1.50  -2.83
H  1.20  -4.16  -2.51
H  -3.04  -3.57  -1.83
H  -3.14  -2.08  0.57
H  -3.88  -0.52  0.48
H  -4.91  -3.05  -0.82
H  -5.66  -1.89  0.27
H  -7.08  -2.55  -1.58
H  -7.30  -1.14  -2.60
H  -6.94  -2.89  -4.17
H  -5.66  -3.63  -3.21
H  -5.36  -2.11  -4.05
C  5.84  2.84  -2.47
C  4.47  2.61  -3.10
C  4.08  1.15  -2.83
S  4.91  0.69  -1.30
O  5.88  -0.34  -1.58
O  3.93  0.53  -0.25
C  5.77  2.25  -1.07
H  6.09  3.90  -2.44
H  6.61  2.33  -3.05
H  3.74  3.27  -2.64
H  4.47  2.82  -4.17
H  3.01  1.02  -2.70
H  4.44  0.48  -3.61
H  6.74  2.06  -0.62
H  5.16  2.86  -0.41
C  8.16  -6.02  -5.15
C  8.49  -6.21  -3.66
C  7.30  -5.66  -2.86
S  5.85  -5.84  -3.90
O  5.36  -4.54  -4.25
O  4.99  -6.86  -3.36
C  6.72  -6.51  -5.32
H  8.84  -6.57  -5.79
H  8.22  -4.96  -5.41
H  8.62  -7.27  -3.45
H  9.41  -5.70  -3.39
H  7.14  -6.20  -1.93
H  7.42  -4.59  -2.64
H  6.25  -6.16  -6.23
H  6.66  -7.60  -5.26
C  -5.39  1.27  5.19
C  -5.18  2.53  4.35
C  -4.51  2.10  3.04
S  -5.05  0.41  2.75
O  -3.91  -0.47  2.83
O  -5.94  0.37  1.61
C  -6.00  0.24  4.25
H  -6.04  1.46  6.05
H  -4.44  0.91  5.57
H  -6.14  3.00  4.13
H  -4.56  3.27  4.86
H  -4.82  2.71  2.20
H  -3.43  2.09  3.12
H  -5.92  -0.78  4.61
H  -7.04  0.48  4.01
C  -1.32  -2.62  6.13
C  -0.98  -2.81  7.62
C  -1.88  -1.87  8.42
S  -3.37  -1.65  7.45
O  -3.45  -0.27  7.02
O  -4.48  -2.28  8.10
C  -2.84  -2.63  6.05
H  -0.88  -3.40  5.51
H  -0.94  -1.66  5.79
H  -1.18  -3.85  7.91
H  0.07  -2.62  7.82
H  -2.15  -2.28  9.39
H  -1.42  -0.89  8.55
H  -3.24  -2.20  5.13
H  -3.24  -3.64  6.19
C  -8.92  5.36  -0.58
C  -8.85  3.82  -0.59
C  -7.41  3.43  -0.23
S  -6.77  4.75  0.79
O  -5.69  5.40  0.09
O  -6.59  4.28  2.14
C  -8.22  5.80  0.70
H  -9.95  5.72  -0.61
H  -8.39  5.76  -1.45
H  -9.54  3.42  0.16
H  -9.14  3.41  -1.56
H  -7.36  2.49  0.33
H  -6.78  3.36  -1.12
H  -7.91  6.84  0.70
H  -8.83  5.58  1.58
C  0.25  7.16  -3.68
C  -0.15  6.09  -2.65
C  0.69  4.84  -2.94
S  2.22  5.43  -3.69
O  2.29  4.94  -5.04
O  3.32  5.22  -2.77
C  1.77  7.16  -3.71
H  -0.15  8.14  -3.42
H  -0.15  6.89  -4.66
H  0.07  6.46  -1.65
H  -1.22  5.86  -2.70
H  0.94  4.29  -2.03
H  0.21  4.18  -3.65
H  2.19  7.63  -4.59
H  2.17  7.63  -2.80
C  3.62  -8.53  2.20
C  3.84  -9.91  1.55
C  5.35  -10.12  1.43
S  6.10  -9.18  2.76
O  6.89  -8.12  2.19
O  6.66  -10.07  3.74
C  4.58  -8.48  3.39
H  2.59  -8.39  2.52
H  3.87  -7.74  1.49
H  3.41  -10.68  2.19
H  3.35  -9.97  0.58
H  5.63  -11.17  1.54
H  5.74  -9.73  0.49
H  4.77  -7.47  3.75
H  4.24  -9.11  4.21
C  0.20  9.42  1.47
C  0.95  10.75  1.62
C  1.80  10.94  0.36
S  0.94  10.08  -0.96
O  1.76  8.98  -1.40
O  0.41  11.03  -1.90
C  -0.38  9.43  0.05
H  -0.59  9.30  2.21
H  0.89  8.58  1.57
H  0.23  11.56  1.71
H  1.57  10.75  2.52
H  1.90  11.99  0.09
H  2.79  10.49  0.46
H  -0.67  8.45  -0.31
H  -1.22  10.12  -0.03

Löwdin population analysis, charges in e, atoms 1 to 6: C 0.099; C -0.154; C -0.203; C -0.155; C -0.141; C -0.112


[3]
Here is a gas-phase ion, C4H11BrN2 (charge +2) from OMol25. Energies are from ωB97M-V with the def2-TZVPD basis set.

## Properties
- HOMO-LUMO gap (eV) = 8.943
- total charge = +2
- structure (SMILES) = C/C([NH3+])=C/[C@H]([NH3+])Br

Positions of all 18 atoms, in Å:
C  0.06  -0.51  -0.32
C  0.78  0.69  -0.22
C  2.21  0.81  -0.53
C  -1.15  -0.92  0.48
N  0.18  1.90  0.43
N  -1.59  -2.17  -0.05
Br  -2.74  0.55  -0.11
H  0.66  -1.37  -0.73
H  2.61  1.77  -1.15
H  2.39  -0.11  -0.93
H  2.79  0.94  0.38
H  -1.11  -0.83  1.52
H  0.53  2.76  0.03
H  0.59  2.09  1.38
H  -0.86  1.87  0.32
H  -1.60  -2.20  -1.06
H  -1.16  -3.05  0.28
H  -2.60  -2.22  0.28

natural (NBO) population analysis, charges in e, atoms 1 to 6: C -0.308; C 0.274; C -0.685; C 0.004; N -0.746; N -0.717


- What is the HOMO-LUMO gap in the third record?
  8.943 eV


- What is the formula in the third record?
  C4H11BrN2